(one)
Molecular formula: C2H6P2S
Method: DFT, ωB97M-V/def2-TZVPD

Output
charge	0
E_HOMO (spin up / spin down)	-8.344 / -8.811	eV

Last column: Löwdin charge in e.
Element x y z (Å)
C 0.1525 -0.1971 -2.2767  -0.469
C 0.3418 0.5606 2.6155  -0.551
P -0.9364 -0.7985 -0.8808  0.245
P -2.3665 -2.0128 -1.5411  0.253
S 0.8238 0.9711 0.9063  0.424
H -0.0494 0.9431 -2.5009  0.072
H 1.2750 -0.1606 -1.9719  0.047
H 0.0118 -0.6949 -3.1259  -0.067
H 0.5053 1.4961 3.1631  0.017
H 0.8873 -0.4178 3.0085  0.072
H -0.6450 0.3108 2.6039  -0.043

---

(two)
Molecular formula: C2H6P2S
Method: DFT, ωB97M-V/def2-TZVPD

Output
charge	0
E_HOMO	-8.346	eV

Last column: Löwdin charge in e.
Element x y z (Å)
C 0.3962 0.2105 -0.4600  -0.724
C -0.7151 0.0833 0.4810  -0.951
P 2.5355 0.1329 0.6367  0.732
P -2.2840 -0.8039 0.0570  0.774
S -0.4061 1.7520 -0.1935  0.703
H 0.4458 -0.2120 -1.4488  0.042
H -0.4477 -0.0100 1.5330  0.046
H 3.0835 0.9666 -0.3378  -0.191
H 2.8907 -1.0059 -0.0863  -0.197
H -2.6155 0.0228 -1.0179  -0.116
H -3.0659 -0.0595 0.9407  -0.119

---

Q: What are the energies relative to the best structure? A: (one) 0.0242; (two) 0.0000, in hartree.

---

(one)
Molecular formula: ClHN2O
Method: DFT, ωB97M-V/def2-TZVPD

Output
charge	0
SMILES	O=NNCl
E_HOMO	-10.145	eV

Last column: Löwdin charge in e.
Element x y z (Å)
O -1.5658 -0.9077 -0.0877  -0.056
N -0.3505 -0.9126 0.0346  -0.200
N 0.1766 0.2573 0.1332  -0.345
Cl 2.0430 0.4145 -0.0397  0.494
H -0.3033 1.1486 -0.0403  0.107

---

(two)
Molecular formula: ClHN2O
Method: DFT, ωB97M-V/def2-TZVPD

Output
charge	0
E_HOMO	-11.181	eV

Last column: Löwdin charge in e.
Element x y z (Å)
N 1.0178 0.9725 0.0600  -0.292
N 1.1018 -0.1048 -0.2250  0.027
O 0.9793 2.1473 0.1291  0.090
Cl -0.8436 -1.3400 0.0342  0.268
H -2.2553 -1.6749 0.0017  -0.094

---

Q: What are the energies relative to the best structure? A: (one) 0.0444; (two) 0.0000, in hartree.

---

(one)
Molecular formula: C4H9O3
Method: DFT, ωB97M-V/def2-TZVPD

Output
charge	-1
E_HOMO	-4.292	eV

Last column: Löwdin charge in e.
Element x y z (Å)
C 1.8702 -0.3780 0.2375  -0.390
C 1.9755 -1.1715 -1.0622  -0.102
O 1.6881 0.9650 0.0740  -0.069
H 1.1191 -0.9519 0.8271  0.107
H 2.7178 -0.5782 0.9090  0.098
H 2.8172 -1.8687 -1.2160  0.056
H 0.7818 1.3363 0.1354  0.061
H 2.1940 -0.4105 -1.8265  0.071
H 1.1174 -1.7853 -1.3343  0.057
C -2.4760 0.0866 0.2973  -0.062
C -2.1700 1.5535 0.6328  -0.776
O -1.0818 1.9538 0.1276  -0.119
O -2.8473 2.1101 1.5208  -0.086
H -3.4995 -0.1882 0.6014  0.054
H -1.7904 -0.5453 0.8478  0.049
H -2.4161 -0.1276 -0.7718  0.053

---

(two)
Molecular formula: C4H9O3
Method: DFT, ωB97M-V/def2-TZVPD

Output
charge	-1
E_HOMO	-3.745	eV

Last column: Löwdin charge in e.
Element x y z (Å)
C -2.0420 -1.6671 0.6898  -0.290
C -0.6134 -1.0812 0.4913  -0.107
O -2.4645 -2.0700 -0.6128  -0.125
H -1.8727 -2.5180 1.3680  0.107
H -2.7703 -0.8870 0.9447  0.109
H -0.6413 -0.2274 -0.1843  0.060
H -2.4690 -1.3086 -1.1966  0.071
H 0.1449 -1.6828 0.0462  0.054
H -0.2202 -0.7388 1.4785  0.079
C 2.2546 1.3379 -0.8490  -0.059
C 1.2753 2.2214 0.0066  -0.801
O 0.8888 1.6242 1.0592  -0.144
O 1.0880 3.4161 -0.2591  -0.099
H 2.1169 1.7594 -1.8711  0.059
H 2.0508 0.2965 -0.6386  0.032
H 3.2741 1.5253 -0.4728  0.054

---

Q: What are the energies relative to the best structure? A: (one) 0.0000; (two) 0.0191, in hartree.